This record from the OMol25 dataset describes a cluster of 2 separate species, C5H15N4 in total at a distorted geometry. The level of theory is ωB97M-V with the def2-TZVPD basis set.

Geometry as XYZ:
```
24
Properties=species:S:1:pos:R:3
C -1.028 -1.613 0.521
C -2.295 -0.806 0.177
C 0.058 -1.788 -0.547
C -2.006 0.612 -0.183
C 1.101 -0.733 -0.472
N -2.819 1.632 -0.039
N -0.788 0.746 -0.497
N 1.911 -0.294 0.397
N 3.502 1.811 0.253
H -0.581 -1.095 1.238
H -1.323 -2.604 0.884
H -2.818 -1.376 -0.690
H -3.059 -1.012 0.940
H 0.597 -2.846 -0.467
H -0.347 -1.733 -1.509
H -3.828 1.555 0.173
H -2.611 2.494 -0.364
H 1.361 -0.657 -1.531
H -0.421 1.752 -0.572
H 2.475 0.659 0.198
H 1.966 -0.625 1.397
H 4.134 1.574 -0.496
H 3.932 1.796 1.182
H 2.888 2.550 0.006
```

Summary:
Net charge ... +1
F_max ... 4.97 eV/Å
Multiplicity ... 1
Energy relative to the best compared isomer or geometry (same formula, charge and spin) ... 15.32 kcal/mol

This record from the OMol25 dataset describes a cluster of 2 separate species, C5H15NO in total at a distorted geometry. The level of theory is ωB97M-V with the def2-TZVPD basis set.

Geometry as XYZ:
```
22
Properties=species:S:1:pos:R:3
C 0.666 1.244 -2.295
C 0.291 0.204 -1.246
C 0.291 0.775 0.209
C -0.876 1.874 0.403
C -0.021 -0.411 1.160
N 0.113 -0.036 2.542
H 1.596 0.974 -2.879
H -0.167 1.390 -3.084
H 0.908 2.191 -1.790
H -0.653 -0.241 -1.444
H 1.015 -0.609 -1.290
H 1.290 1.094 0.395
H -0.514 2.815 0.156
H -1.706 1.600 -0.228
H -1.135 1.837 1.448
H -1.103 -0.687 0.910
H 0.573 -1.322 1.024
H 0.971 -0.193 2.974
H -0.547 -0.525 3.156
O -0.294 -3.115 -0.592
H -1.207 -2.762 -0.579
H 0.133 -2.505 -1.208
```

Summary:
Net charge ... 0
F_max ... 3.39 eV/Å
Multiplicity ... 1
SMILES ... CC[C@@H](C)CN.O
Energy relative to the best compared isomer or geometry (same formula, charge and spin) ... 26.27 kcal/mol

This record from the OMol25 dataset describes a cluster of 2 separate species, C5H15NO in total at a distorted geometry. The level of theory is ωB97M-V with the def2-TZVPD basis set.

Geometry as XYZ:
```
22
Properties=species:S:1:pos:R:3
C 1.595 -0.806 1.294
N 1.048 -0.622 -0.040
C 0.546 0.713 -0.314
C -0.899 0.944 0.267
C -2.081 0.918 -0.759
C -0.888 2.336 0.877
H 1.648 -1.840 1.651
H 2.656 -0.528 1.408
H 1.126 -0.182 2.104
H 0.308 -1.312 -0.184
H 1.292 1.381 0.104
H 0.460 0.900 -1.418
H -1.092 0.184 1.147
H -3.095 1.269 -0.569
H -1.746 1.297 -1.756
H -2.273 -0.154 -0.990
H -1.858 2.569 1.355
H 0.019 2.705 1.345
H -0.791 3.062 0.007
O 1.060 -4.443 -1.657
H 1.379 -4.691 -2.529
H 1.585 -3.700 -1.345
```

Summary:
Net charge ... 0
F_max ... 3.00 eV/Å
Multiplicity ... 1
SMILES ... CNCC(C)C.O
Energy relative to the best compared isomer or geometry (same formula, charge and spin) ... 39.53 kcal/mol

This record from the OMol25 dataset describes a cluster of 2 separate species, C5H15NO in total at a distorted geometry. The level of theory is ωB97M-V with the def2-TZVPD basis set.

Geometry as XYZ:
```
22
Properties=species:S:1:pos:R:3
C 0.737 2.431 0.075
C -0.353 1.467 0.535
C -1.284 0.945 -0.581
C -0.427 0.386 -1.740
C 0.634 -0.689 -1.346
N -0.079 -1.718 -0.578
H 1.578 2.041 -0.500
H 1.172 2.880 0.980
H 0.317 3.258 -0.505
H 0.190 0.716 1.134
H -1.017 1.954 1.262
H -1.820 1.850 -0.914
H -2.012 0.226 -0.193
H 0.110 1.202 -2.236
H -1.064 0.038 -2.553
H 1.443 -0.252 -0.748
H 1.015 -1.159 -2.255
H 0.234 -2.656 -0.742
H -0.124 -1.416 0.382
O 0.428 -2.471 2.925
H 1.320 -2.468 2.609
H 0.301 -1.662 3.397
```

Summary:
Net charge ... 0
F_max ... 1.74 eV/Å
Multiplicity ... 1
SMILES ... CCCCCN.O
Energy relative to the best compared isomer or geometry (same formula, charge and spin) ... 18.77 kcal/mol

This record from the OMol25 dataset describes a cluster of 2 separate species, C5H15NO in total at a distorted geometry. The level of theory is ωB97M-V with the def2-TZVPD basis set.

Geometry as XYZ:
```
22
Properties=species:S:1:pos:R:3
C 2.202 -0.146 1.032
C 1.844 0.548 -0.274
C 1.671 2.054 0.000
N 0.621 0.091 -0.942
C 0.640 -1.314 -1.270
C -0.654 0.401 -0.232
H 3.267 -0.108 1.250
H 1.570 0.075 1.883
H 2.038 -1.242 0.964
H 2.644 0.399 -1.003
H 2.514 2.551 0.491
H 0.796 2.400 0.553
H 1.547 2.521 -0.977
H 1.570 -1.575 -1.836
H -0.117 -1.620 -1.978
H 0.788 -2.010 -0.430
H -1.467 -0.246 -0.543
H -0.508 0.425 0.849
H -0.874 1.387 -0.663
O -6.653 -1.127 0.994
H -7.187 -1.742 0.481
H -6.253 -1.722 1.651
```

Summary:
Net charge ... 0
F_max ... 2.76 eV/Å
Multiplicity ... 1
SMILES ... CC(C)N(C)C.O
Energy relative to the best compared isomer or geometry (same formula, charge and spin) ... 35.74 kcal/mol

This record from the OMol25 dataset describes a cluster of 2 separate species, C5H15NO in total at a distorted geometry. The level of theory is ωB97M-V with the def2-TZVPD basis set.

Geometry as XYZ:
```
22
Properties=species:S:1:pos:R:3
C -0.406 -0.835 2.646
C -0.226 -0.269 1.242
C -0.168 -1.386 0.200
C -1.307 0.741 0.808
C -1.173 1.297 -0.590
N 0.176 1.818 -1.049
H 0.521 -1.256 3.009
H -1.243 -1.536 2.669
H -0.763 -0.010 3.275
H 0.770 0.179 1.152
H 0.482 -1.167 -0.650
H -1.133 -1.708 -0.209
H 0.220 -2.336 0.592
H -1.307 1.564 1.536
H -2.288 0.276 0.945
H -1.839 2.136 -0.763
H -1.354 0.491 -1.300
H 0.591 1.006 -1.492
H 0.754 1.946 -0.233
O 3.298 -0.417 -4.298
H 2.593 -0.728 -3.728
H 3.803 0.194 -3.764
```

Summary:
Net charge ... 0
F_max ... 1.58 eV/Å
Multiplicity ... 1
SMILES ... CC(C)CCN.O
Energy relative to the best compared isomer or geometry (same formula, charge and spin) ... 20.01 kcal/mol

This record from the OMol25 dataset describes a cluster of 2 separate species, C5H15NO in total at a distorted geometry. The level of theory is ωB97M-V with the def2-TZVPD basis set.

Geometry as XYZ:
```
22
Properties=species:S:1:pos:R:3
C 0.358 1.012 -2.236
C 1.421 0.246 -1.443
N 1.390 0.353 0.000
C 2.104 1.462 0.572
C 0.153 -0.103 0.592
C 0.080 0.130 2.089
H -0.638 0.586 -2.230
H 0.243 2.039 -1.903
H 0.691 1.031 -3.267
H 2.392 0.595 -1.780
H 1.406 -0.814 -1.723
H 2.480 1.226 1.578
H 1.525 2.382 0.718
H 2.977 1.661 -0.036
H -0.030 -1.160 0.347
H -0.702 0.387 0.102
H -0.884 -0.277 2.401
H 0.016 1.197 2.287
H 0.873 -0.455 2.566
O -5.592 -3.669 0.264
H -4.967 -4.334 -0.060
H -5.297 -3.494 1.163
```

Summary:
Net charge ... 0
F_max ... 1.22 eV/Å
Multiplicity ... 1
SMILES ... CCN(C)CC.O
Energy relative to the best compared isomer or geometry (same formula, charge and spin) ... 28.27 kcal/mol

This record from the OMol25 dataset describes a cluster of 2 separate species, C5H15NO in total at a distorted geometry. The level of theory is ωB97M-V with the def2-TZVPD basis set.

Geometry as XYZ:
```
22
Properties=species:S:1:pos:R:3
C -0.833 -1.012 1.339
C -0.668 0.519 1.055
C -0.848 1.192 2.438
N 0.557 1.053 0.409
C 0.464 0.631 -0.967
C 1.786 0.556 1.035
H -0.560 -1.628 0.458
H -1.911 -1.143 1.285
H -0.475 -1.305 2.327
H -1.451 0.805 0.341
H -1.701 0.771 2.988
H 0.091 1.240 3.025
H -1.047 2.271 2.482
H -0.468 1.022 -1.432
H 1.156 1.022 -1.746
H 0.374 -0.438 -1.212
H 2.652 0.735 0.398
H 1.667 -0.500 1.387
H 2.128 1.169 1.859
O -0.463 -2.102 -5.635
H 0.234 -2.655 -5.286
H -0.683 -2.203 -6.550
```

Summary:
Net charge ... 0
F_max ... 2.91 eV/Å
Multiplicity ... 1
SMILES ... CC(C)N(C)C.O
Energy relative to the best compared isomer or geometry (same formula, charge and spin) ... 44.14 kcal/mol

This record from the OMol25 dataset describes a structure of composition C5H15NO at a distorted geometry. The level of theory is ωB97M-V with the def2-TZVPD basis set.

Geometry as XYZ:
```
22
Properties=species:S:1:pos:R:3
C 0.273 1.336 1.388
C -0.280 1.233 -0.048
C -0.677 2.560 -0.630
N 0.684 0.512 -0.859
H 0.152 0.379 1.907
H 1.347 1.570 1.387
H -0.248 2.117 1.951
H -1.195 0.620 -0.016
H 0.167 3.262 -0.663
H -1.448 2.970 0.012
H -1.092 2.440 -1.655
H 1.105 -0.501 -0.103
H 0.367 -0.132 -1.534
H 1.572 0.964 -1.027
C 0.659 -2.607 0.096
O 1.372 -1.455 0.520
C -0.858 -2.304 -0.165
H 0.754 -3.347 0.897
H 1.126 -3.031 -0.819
H -1.501 -3.174 -0.304
H -1.030 -1.652 -1.045
H -1.249 -1.759 0.711
```

Summary:
Net charge ... 0
F_max ... 2.98 eV/Å
Multiplicity ... 1
Energy relative to the best compared isomer or geometry (same formula, charge and spin) ... 33.53 kcal/mol

This record from the OMol25 dataset describes a cluster of 2 separate species, C5H15NO in total at a distorted geometry. The level of theory is ωB97M-V with the def2-TZVPD basis set.

Geometry as XYZ:
```
22
Properties=species:S:1:pos:R:3
C -1.128 -1.251 1.510
C -1.733 -0.395 0.412
N -0.886 0.719 0.016
C -0.474 0.750 -1.376
C 0.602 -0.299 -1.672
C 0.039 2.158 -1.705
H -1.830 -2.061 1.731
H -1.116 -0.650 2.424
H -0.143 -1.652 1.264
H -1.897 -1.046 -0.453
H -2.737 -0.092 0.709
H -0.087 0.759 0.636
H -1.340 0.529 -2.020
H 0.775 -0.481 -2.731
H 1.564 0.030 -1.252
H 0.397 -1.232 -1.128
H -0.450 2.912 -1.098
H 1.103 2.211 -1.457
H 0.007 2.402 -2.763
O 2.739 -1.235 2.314
H 3.147 -0.419 2.617
H 3.446 -1.902 2.342
```

Summary:
Net charge ... 0
F_max ... 1.07 eV/Å
Multiplicity ... 1
SMILES ... CCNC(C)C.O
Energy relative to the best compared isomer or geometry (same formula, charge and spin) ... 19.03 kcal/mol

Question: Number 5 is which compound?
Answer: C5H15NO

Copy entry 6 word for word.
This record from the OMol25 dataset describes a cluster of 2 separate species, C5H15NO in total at a distorted geometry. The level of theory is ωB97M-V with the def2-TZVPD basis set.

Geometry as XYZ:
```
22
Properties=species:S:1:pos:R:3
C -0.406 -0.835 2.646
C -0.226 -0.269 1.242
C -0.168 -1.386 0.200
C -1.307 0.741 0.808
C -1.173 1.297 -0.590
N 0.176 1.818 -1.049
H 0.521 -1.256 3.009
H -1.243 -1.536 2.669
H -0.763 -0.010 3.275
H 0.770 0.179 1.152
H 0.482 -1.167 -0.650
H -1.133 -1.708 -0.209
H 0.220 -2.336 0.592
H -1.307 1.564 1.536
H -2.288 0.276 0.945
H -1.839 2.136 -0.763
H -1.354 0.491 -1.300
H 0.591 1.006 -1.492
H 0.754 1.946 -0.233
O 3.298 -0.417 -4.298
H 2.593 -0.728 -3.728
H 3.803 0.194 -3.764
```

Summary:
Net charge ... 0
F_max ... 1.58 eV/Å
Multiplicity ... 1
SMILES ... CC(C)CCN.O
Energy relative to the best compared isomer or geometry (same formula, charge and spin) ... 20.01 kcal/mol